This record from the Open Molecules 2025 dataset describes 13 unconnected molecules or ions with the total composition C46H82Br28NO4S in a non-equilibrium geometry. The level of theory is ωB97M-V/def2-TZVPD.

Computed properties:
charge: +1
LUMO level: -5.4 eV
highest occupied orbital energy: -10.55 eV
Kohn-Sham gap: 5.155 eV
energy: -2030710.2354 eV

```
162
Properties=species:S:1:pos:R:3:mulliken_charge:R:1
C -3.3326 3.4997 -4.0524 -0.63
C -3.2663 2.0796 -3.2200 0.18
C -1.7161 1.5401 -3.2225 0.23
C -0.8550 1.9010 -1.8747 -0.35
C -0.4481 3.4808 -1.7112 -0.30
C 1.0579 3.8650 -2.2539 -0.02
C 1.0965 4.1484 -3.9013 -0.26
C 2.3086 3.3551 -4.6696 -0.67
C 1.8406 3.1299 -6.2264 -0.43
C 2.3820 1.6920 -6.8805 -0.33
C 1.0548 1.0736 -7.6877 -0.09
C 0.6419 1.7953 -9.1117 -0.40
N -0.5998 1.2895 -9.8657 -0.08
C -1.4644 0.1255 -9.3464 -0.22
C -1.1227 -0.6785 -7.9215 -0.10
S -2.2915 -2.0466 -7.4018 1.31
C -3.1698 -2.9022 -8.8286 -0.98
O -3.4155 -1.3557 -6.5381 -0.63
O -1.6673 -3.1411 -6.5036 -0.52
C 0.2013 -0.2062 -7.0326 0.67
C 0.6359 -0.9341 -5.6287 -0.32
O 0.5992 -0.3530 -4.4250 -0.27
O 1.1559 -2.3282 -5.7234 0.00
C 1.2983 -2.9333 -4.3854 -0.03
Br -0.3429 -3.3750 -3.2691 -0.08
C 2.7093 -3.2235 -3.9363 0.32
C 3.9510 -2.8003 -4.9715 -0.69
Br 3.0535 -4.0899 -2.1311 -0.14
H -4.4136 3.5524 -4.5548 0.19
H -3.1394 4.3823 -3.3065 0.23
H -2.5775 3.4943 -4.9760 0.07
H -3.8953 1.2979 -3.8662 -0.09
H -3.7751 2.1056 -2.1666 0.13
H -1.0942 1.8534 -4.1702 -0.42
H -1.7822 0.3491 -3.2638 0.15
H 0.1521 1.2701 -1.9442 0.04
H -1.3940 1.5745 -0.8860 0.31
H -1.2802 4.2029 -2.1585 0.03
H -0.4405 3.7011 -0.5388 0.19
H 1.3185 4.9206 -1.7646 0.13
H 1.8830 3.0703 -2.0127 -0.16
H 1.2012 5.3085 -4.1490 0.36
H 0.0066 3.8488 -4.2773 -0.04
H 3.2293 4.1129 -4.7075 0.28
H 2.6946 2.3901 -4.1253 0.34
H 0.6507 3.0667 -6.2080 0.24
H 2.0951 4.0294 -6.9427 0.32
H 3.2146 1.8913 -7.6797 0.43
H 2.7647 0.9370 -6.0412 0.07
H 1.2532 2.7222 -9.5484 0.39
H -0.8108 1.8054 -10.7694 0.33
H -2.4080 -0.1271 -10.0207 0.29
H -3.0856 -2.1819 -9.7536 0.36
H -4.2664 -3.1204 -8.4835 0.33
H -2.5992 -3.9253 -9.0167 0.44
H 4.1894 -3.6799 -5.7378 0.24
H 3.7362 -1.7917 -5.5460 0.09
H 4.9241 -2.6141 -4.3060 0.32
Br 1.4627 5.6631 1.6543 -0.19
C 2.7706 4.3948 2.3503 -0.45
C 3.5747 3.7702 1.2339 -0.05
Br 2.5443 2.4011 0.3019 -0.14
H 2.2198 3.6646 2.9493 0.42
H 3.4162 4.9843 3.0073 0.10
H 4.4473 3.2459 1.6335 -0.13
H 3.9032 4.4908 0.4797 0.42
Br -6.9288 2.0753 -5.8070 -0.14
C -7.1301 0.3298 -4.9606 -0.51
C -7.8022 0.4497 -3.6127 -0.59
Br -6.5610 1.1108 -2.2610 -0.08
H -6.1335 -0.1175 -4.9103 0.27
H -7.7495 -0.2505 -5.6501 0.36
H -8.1192 -0.5326 -3.2509 0.35
H -8.6616 1.1259 -3.6147 0.39
Br -0.8811 9.8036 4.9915 -0.10
C -1.0484 8.3509 3.7010 -0.50
C -1.8319 7.1946 4.2775 -0.69
Br -0.7429 6.1502 5.5136 -0.05
H -0.0350 8.0782 3.3942 0.24
H -1.5763 8.7874 2.8486 0.39
H -2.1196 6.4926 3.4898 0.40
H -2.7259 7.5060 4.8249 0.32
Br 4.1286 -5.6223 1.1143 -0.15
C 3.9613 -7.0750 -0.1762 -0.29
C 3.1779 -8.2312 0.4003 -0.45
Br 4.2668 -9.2757 1.6364 -0.13
H 4.9748 -7.3477 -0.4831 0.41
H 3.4334 -6.6385 -1.0286 0.11
H 2.8902 -8.9333 -0.3875 0.14
H 2.2838 -7.9198 0.9477 0.30
Br -0.7120 -8.1417 -0.8715 -0.18
C -0.9133 -9.8872 -0.0252 -0.33
C -1.5854 -9.7673 1.3227 -0.40
Br -0.3442 -9.1062 2.6744 -0.14
H 0.0832 -10.3345 0.0251 0.06
H -1.5328 -10.4676 -0.7147 0.39
H -1.9024 -10.7496 1.6845 0.15
H -2.4448 -9.0911 1.3207 0.41
Br -1.0504 -13.4892 0.8674 -0.10
C -0.1516 -14.1680 -0.7247 -0.59
C 1.3488 -14.0371 -0.6036 -0.56
Br 1.9235 -12.1969 -0.9004 -0.11
H -0.5665 -13.6280 -1.5802 0.38
H -0.4429 -15.2201 -0.7887 0.34
H 1.8510 -14.6202 -1.3807 0.35
H 1.7332 -14.3374 0.3752 0.39
Br 2.5112 7.3037 8.2827 -0.12
C 2.3454 5.3860 8.5963 -0.59
C 3.3298 4.6070 7.7554 -0.69
Br 2.7371 4.4905 5.9007 -0.07
H 1.3028 5.1197 8.4022 0.35
H 2.5575 5.2528 9.6608 0.39
H 3.3947 3.5705 8.0983 0.41
H 4.3319 5.0446 7.7432 0.41
Br -0.2275 11.8391 7.5901 -0.17
C -0.4288 10.0936 8.4364 -0.24
C -1.1009 10.2135 9.7843 -0.62
Br 0.1403 10.8746 11.1360 -0.11
H 0.5677 9.6464 8.4867 0.14
H -1.0483 9.5133 7.7469 0.20
H -1.4179 9.2312 10.1461 0.36
H -1.9603 10.8898 9.7823 0.40
Br -4.5008 5.6503 5.8783 -0.10
C -4.6667 3.7326 6.1919 -0.56
C -3.6823 2.9536 5.3510 -0.47
Br -4.2750 2.8371 3.4963 -0.12
H -5.7093 3.4663 5.9977 0.37
H -4.4545 3.5993 7.2564 0.35
H -3.6173 1.9171 5.6939 0.36
H -2.6802 3.3911 5.3387 0.21
Br 6.1843 1.2976 2.8595 -0.15
C 6.7467 2.1629 4.5144 -0.60
C 5.8193 3.2982 4.8806 -0.50
Br 6.1637 4.8734 3.7829 -0.11
H 7.7840 2.4783 4.3733 0.41
H 6.7108 1.3759 5.2729 0.38
H 5.9965 3.6247 5.9093 0.32
H 4.7610 3.0505 4.7599 0.25
Br -3.2904 -17.5907 1.0232 -0.14
C -3.8776 -16.9568 2.7716 -0.58
C -2.8392 -16.0609 3.4058 -0.20
Br -1.3575 -17.1012 4.1319 -0.12
H -4.1111 -17.8416 3.3701 0.38
H -4.7993 -16.4013 2.5776 0.34
H -3.2603 -15.5294 4.2639 0.34
H -2.4087 -15.3352 2.7101 -0.06
Br -0.7153 11.1657 15.2730 -0.13
C 0.9714 12.0626 15.6660 -0.60
C 1.9964 11.7966 14.5882 -0.34
Br 2.7538 10.0073 14.7600 -0.12
H 1.2876 11.7277 16.6577 0.37
H 0.7240 13.1270 15.7086 0.34
H 2.8476 12.4761 14.6892 0.34
H 1.5920 11.8759 13.5753 0.07
Br -0.8892 -2.6818 -9.2874 -0.07
C 0.4187 -3.9501 -8.5914 -0.14
C 1.2228 -4.5747 -9.7078 -0.64
Br 0.1924 -5.9438 -10.6398 -0.14
H -0.1321 -4.6804 -7.9924 0.50
H 1.0643 -3.3607 -7.9344 -0.14
H 2.0954 -5.0991 -9.3082 0.44
H 1.5513 -3.8541 -10.4620 0.39
```

=====

This record from the Open Molecules 2025 dataset describes a molecular structure, C4H2O2Sr in a non-equilibrium geometry. The level of theory is ωB97M-V/def2-TZVPD.

Computed properties:
charge: +1
LUMO level (alpha / beta): -5.0 / -5.0 eV
highest occupied orbital energy (alpha / beta): -8.90 / -12.69 eV
energy above the lowest of the compared OMol25 structures with the same formula, charge and spin: 178.3 kJ/mol
Kohn-Sham gap (alpha / beta): 3.878 / 7.672 eV
spin multiplicity: 2
energy: -9099.5977 eV

```
9
Properties=species:S:1:pos:R:3:mulliken_charge:R:1
H 0.5526 0.4962 -3.5819 0.23
O -0.5703 -2.1291 -3.1024 -0.14
C -0.1593 -1.0779 -2.9456 0.60
C 0.8078 -0.1192 -2.6114 -0.40
C 0.8819 0.1868 -1.3317 0.07
C 0.8304 0.1145 0.0185 0.07
O -0.0384 0.6773 0.7532 -0.68
Sr -0.4229 1.6123 3.0851 0.97
H 1.6899 -0.4176 0.4680 0.29
```

=====

This record from the Open Molecules 2025 dataset describes C24H31N3O5S in the gas phase. The level of theory is ωB97M-V/def2-TZVPD.

Computed properties:
LUMO level: 0.5 eV
highest occupied orbital energy: -8.86 eV
energy above the lowest of the compared OMol25 structures with the same formula, charge and spin: 12.3 kJ/mol
SMILES string: CC(C)OCCCNC(=O)[C@H](Cc1ccccc1)NS(=O)(=O)c1ccc2c(c1)CCC(=O)N2
Kohn-Sham gap: 9.361 eV
energy: -50935.8622 eV

```
64
Properties=species:S:1:pos:R:3:mulliken_charge:R:1
C -1.9245 1.1135 4.5582 -1.12
C -3.2469 0.5355 4.0566 0.57
C -3.1574 -0.9770 3.8848 -1.31
O -3.6311 1.0811 2.7969 -0.52
C -4.1289 2.4047 2.8254 -0.70
C -3.1767 3.4232 2.1880 -0.50
C -3.1073 3.2546 0.6757 -0.88
N -2.4481 2.0109 0.3384 0.20
C -1.6982 1.8994 -0.7614 -0.04
O -1.5949 2.7786 -1.5977 -0.72
C -0.9558 0.5676 -0.9620 1.21
C -1.3412 -0.0381 -2.3251 -1.87
C -0.3476 -1.0836 -2.7369 0.57
C 0.8180 -0.7190 -3.4006 -0.32
C 1.7410 -1.6756 -3.7818 -0.45
C 1.5164 -3.0109 -3.4926 -0.63
C 0.3683 -3.3815 -2.8150 -0.78
C -0.5564 -2.4231 -2.4391 -0.22
N -1.0845 -0.4122 0.0853 -0.15
S 0.0140 -0.3072 1.3289 1.98
O -0.3687 -1.3039 2.2856 -0.91
O 0.1512 1.0488 1.7876 -0.74
C 1.4863 -0.8046 0.4703 -0.44
C 1.6608 -2.1460 0.1956 -0.69
C 2.7468 -2.5446 -0.5585 -0.99
C 3.6359 -1.5912 -1.0492 0.62
C 3.4701 -0.2351 -0.7399 0.75
C 2.3833 0.1480 0.0248 -0.92
C 4.5041 0.7282 -1.2420 -1.06
C 4.9762 0.3049 -2.6296 -0.55
C 5.4270 -1.1393 -2.6540 0.37
O 6.3181 -1.5668 -3.3489 -0.65
N 4.7059 -1.9714 -1.8411 -0.05
H -1.1534 0.9837 3.8021 0.12
H -1.6200 0.5909 5.4607 0.47
H -2.0225 2.1727 4.7887 0.35
H -4.0450 0.7678 4.7839 0.42
H -4.0492 -1.3452 3.3831 0.35
H -2.2801 -1.2370 3.2991 0.11
H -3.0794 -1.4517 4.8586 0.47
H -4.3514 2.7011 3.8572 0.44
H -5.0735 2.4005 2.2648 0.37
H -2.1762 3.3029 2.6050 0.18
H -3.5368 4.4268 2.4190 0.41
H -2.5422 4.0671 0.2093 0.47
H -4.1192 3.2599 0.2505 0.31
H -2.4662 1.3042 1.0619 0.09
H 0.1084 0.8269 -0.9964 -0.20
H -2.3415 -0.4677 -2.2480 0.54
H -1.3620 0.7790 -3.0481 0.49
H 0.9885 0.3224 -3.6338 0.46
H 2.6327 -1.3865 -4.3196 0.51
H 2.2318 -3.7586 -3.8027 0.45
H 0.1880 -4.4216 -2.5858 0.41
H -1.4549 -2.7177 -1.9173 0.33
H -2.0215 -0.6625 0.3578 0.40
H 0.9453 -2.8533 0.5802 0.52
H 2.9041 -3.5880 -0.7843 0.38
H 2.2257 1.1815 0.2934 0.52
H 5.3547 0.7264 -0.5522 0.32
H 4.1013 1.7408 -1.2699 0.43
H 4.1520 0.3960 -3.3432 0.23
H 5.7960 0.9307 -2.9817 0.37
H 4.9112 -2.9596 -1.9191 0.23
```

=====

This record from the Open Molecules 2025 dataset describes a gas-phase ion, C7H16BN4O3 (charge +1) in a non-equilibrium geometry. The level of theory is ωB97M-V/def2-TZVPD.

Computed properties:
charge: +1
LUMO level: -2.7 eV
highest occupied orbital energy: -12.79 eV
energy above the lowest of the compared OMol25 structures with the same formula, charge and spin: 34.4 kJ/mol
SMILES string: OCCCCNc1nc[nH][n+]1CB(O)O
Kohn-Sham gap: 10.110 eV
energy: -20294.2175 eV

```
31
Properties=species:S:1:pos:R:3:mulliken_charge:R:1
O -1.1877 1.4071 1.1705 -0.47
C -1.2993 0.8276 2.4626 -0.53
C -2.1941 -0.3872 2.4722 -0.78
C -1.7045 -1.5607 1.6037 -0.48
C -0.1768 -1.7190 1.4882 -0.88
N 0.3226 -1.3386 0.1702 -0.11
C 1.1815 -0.3431 -0.0085 0.52
N 1.6888 0.4184 1.0043 -0.42
C 2.4825 1.2633 0.4266 -0.06
N 2.5294 1.1038 -0.9010 -0.33
N 1.6846 0.0644 -1.1828 0.34
C 1.4532 -0.3871 -2.5537 -0.72
B 0.3864 0.5963 -3.2261 0.75
O 0.7677 1.8932 -3.4063 -0.52
O -0.8391 0.1191 -3.5670 -0.48
H -2.0258 1.3141 0.7140 0.32
H -1.7241 1.5630 3.1460 0.36
H -0.2988 0.6336 2.8259 0.27
H -2.3757 -0.7141 3.4896 0.38
H -3.1517 -0.0622 2.0706 0.31
H -2.0819 -2.4808 2.0335 0.35
H -2.1134 -1.5154 0.6009 0.35
H 0.3817 -1.1922 2.2433 0.53
H 0.0553 -2.7711 1.6127 0.40
H 0.0446 -1.8689 -0.6350 0.16
H 3.0649 2.0338 0.8978 0.47
H 3.0567 1.6071 -1.5928 0.20
H 2.3762 -0.3208 -3.1163 0.28
H 1.0470 -1.3881 -2.5589 0.21
H 0.1296 2.3984 -3.9170 0.29
H -1.4797 0.8060 -3.7674 0.29
```